# 1
Formula: C24H43BN5O5P2S
Source: the Open Molecules 2025 dataset
Level of theory: the ωB97M-V functional and the def2-TZVPD basis

## Properties
Calculated total energy, hartree: -2695.784096
Charge: +1
Molar mass, u: 586.5

```
81
Properties=species:S:1:pos:R:3:mulliken_charge:R:1
C 3.94288 -3.05197 0.83345 -0.79
O 3.12134 -1.92010 1.15414 -0.39
B 2.05369 -1.74416 0.33938 0.76
O 2.20156 -1.92846 -1.02495 -0.43
C 0.69286 -1.32983 1.08730 -1.74
N -0.22244 -0.29858 0.47300 1.36
C 0.03252 0.21006 -0.91034 -0.01
C 1.12368 1.30258 -1.00589 -1.15
C 1.55791 1.89480 0.34215 -0.46
N 0.46172 2.73069 0.92137 -0.59
C -1.56501 -1.01545 0.43390 -0.57
P -2.86165 -0.28469 1.56530 0.34
O -3.40663 -1.28063 2.50624 -0.65
C -1.34959 -2.50532 0.72731 -0.57
C -0.96354 -3.33223 -0.51183 0.62
C -2.21397 -3.78869 -1.28114 0.29
C -2.59890 -5.20824 -0.81032 -1.65
O -2.01313 -3.88459 -2.67578 -0.49
C -1.72110 -2.64263 -3.28617 -0.40
C -0.28775 -2.61230 -3.80357 0.57
C 0.14193 -1.65506 -4.68594 -0.50
C 1.42216 -1.67143 -5.15041 -0.72
C 2.30686 -2.62037 -4.72778 -0.49
C 1.90082 -3.59205 -3.85282 -0.59
C 0.60526 -3.57670 -3.41052 -0.32
C -0.21832 -2.41223 1.77382 0.64
O -0.55198 -1.79276 2.98807 -0.62
P 0.67354 -3.99559 2.29323 0.03
S 1.84649 -3.68859 3.81020 -0.33
H 4.76012 -2.72223 0.19024 0.33
H 4.37840 -3.48617 1.72927 0.28
H 3.41762 -3.84955 0.30259 0.29
H 1.86820 -2.76901 -1.36378 0.12
H 1.08733 -0.81882 1.97401 0.41
H -0.40857 0.39413 1.19854 0.48
H -0.90212 0.67409 -1.23172 1.00
H 0.18529 -0.61850 -1.59770 -1.00
H 1.99101 0.84125 -1.48253 0.48
H 0.74442 2.09886 -1.64568 0.49
H 2.43208 2.51171 0.13510 0.45
H 1.83900 1.09590 1.03580 0.13
H 0.27226 2.34599 1.84338 0.27
H -0.36405 2.56843 0.35596 0.37
H -2.08083 -1.03855 -0.53166 0.24
H -3.85363 0.29816 0.74866 0.20
H -2.19081 0.72779 2.30121 0.07
H -2.27939 -2.92050 1.12731 1.17
H -0.34757 -4.16848 -0.17907 0.36
H -0.29938 -2.71120 -1.11921 -1.41
H -3.08201 -3.15369 -1.05017 0.47
H -3.36363 -5.19542 -0.03427 0.37
H -1.72855 -5.77895 -0.48870 0.33
H -3.01772 -5.74061 -1.66496 0.47
H -1.82323 -1.85768 -2.52151 -0.16
H -2.41582 -2.39277 -4.08976 0.61
H -0.55161 -0.88389 -5.00349 0.47
H 1.77700 -0.93917 -5.86324 0.40
H 3.33353 -2.63331 -5.06890 0.44
H 2.58422 -4.35357 -3.50133 0.47
H 0.30386 -4.36214 -2.72929 0.53
H -1.29562 -2.24075 3.41951 0.55
H -0.35797 -4.86227 2.72663 0.16
H 1.33236 -4.59871 1.20020 0.07
C -0.95435 6.84436 0.94744 -0.86
C -1.35836 5.49745 0.54916 0.38
N -1.67695 4.43350 0.23077 -0.44
H -1.37512 7.08503 1.91962 0.25
H 0.13124 6.89944 1.00632 0.29
H -1.30702 7.56782 0.22045 0.30
C 3.80788 2.74347 3.57214 -0.51
C 4.16584 4.12269 3.24779 0.28
N 4.44434 5.21387 2.99103 -0.37
H 4.36355 2.05774 2.93474 0.19
H 4.04491 2.53060 4.61243 0.36
H 2.74115 2.59486 3.41268 0.07
C -4.31959 9.79416 2.00139 -0.76
C -2.92544 9.73074 1.56657 0.41
N -1.82337 9.68691 1.22139 -0.43
H -4.96248 10.00088 1.14832 0.27
H -4.61185 8.84512 2.44664 0.26
H -4.43981 10.58551 2.73824 0.28
```

=====

# 2
Formula: C24H43BiN2P3S
Source: the Open Molecules 2025 dataset
Level of theory: the ωB97M-V functional and the def2-TZVPD basis

## Properties
Calculated total energy, hartree: -2685.555385
Charge: +3
Molar mass, u: 693.6

```
74
Properties=species:S:1:pos:R:3:mulliken_charge:R:1
Bi -1.07317 -0.56493 -0.14415 1.72
P 2.24051 0.51213 -0.40749 0.77
P -0.71297 1.73800 -2.20507 0.96
P 0.56115 -2.00335 1.83447 0.66
H -3.93894 -0.32460 -0.89247 0.35
C -3.49113 -1.25205 -0.50253 -0.65
C -2.93636 -1.09961 0.83676 -0.22
H -3.27482 -0.18018 1.32973 -0.25
C 3.19922 -0.66623 -1.44305 -1.32
C 2.83163 2.08002 -1.20403 -1.34
C 3.37301 0.55007 1.05701 -1.30
C -2.41447 1.85701 -2.88615 -1.35
C -0.36370 3.50882 -1.85782 -1.20
C 0.22826 1.42068 -3.75340 -1.35
C -0.45816 -3.35711 2.48087 -1.39
C 1.10494 -1.09601 3.32471 -1.29
C 2.09155 -2.88567 1.34636 -0.96
H -4.18559 -2.10342 -0.54743 0.38
H -2.72653 -1.96670 1.48723 0.56
H 4.24165 -0.33530 -1.54425 0.50
H 2.72704 -0.71201 -2.42967 0.18
H 3.16806 -1.65448 -0.97564 0.30
H 3.93356 2.11085 -1.16001 0.56
H 2.42903 2.94952 -0.66625 0.36
H 2.51639 2.12871 -2.25491 0.34
H 4.32098 1.03998 0.78038 0.55
H 3.59020 -0.46879 1.40166 0.41
H 2.90107 1.12781 1.86256 0.27
H -2.41486 2.48187 -3.78867 0.43
H -3.08521 2.29438 -2.13415 0.40
H -2.76150 0.84800 -3.14429 0.36
H 0.25846 3.95505 -2.64838 0.44
H 0.16707 3.60103 -0.89927 0.09
H -1.30654 4.07056 -1.78610 0.48
H 0.17058 2.31148 -4.39477 0.49
H -0.22175 0.56413 -4.27617 0.38
H 1.28164 1.18971 -3.54097 0.21
H 0.00584 -3.69920 3.41755 0.48
H -0.46640 -4.17911 1.75145 0.36
H -1.48710 -3.03379 2.68522 0.43
H 1.32309 -1.82242 4.11997 0.50
H 0.31031 -0.41239 3.65855 0.33
H 2.01201 -0.51671 3.10818 0.30
H 2.16504 -3.78651 1.96928 0.53
H 2.97563 -2.26019 1.51891 0.48
H 2.03025 -3.17701 0.28957 -0.10
C -0.99458 -4.32376 -1.86940 0.62
C 0.37631 -4.60179 -1.73712 -0.49
C 1.27650 -3.93405 -2.57014 -0.40
C 0.87227 -2.89457 -3.42299 -0.73
C -0.46734 -2.49535 -3.38559 -0.38
C -1.39045 -3.24396 -2.67170 -0.91
S -2.23359 -5.36940 -1.16561 -0.09
H -3.22057 -5.01906 -1.97417 0.21
H 0.68487 -5.39687 -1.05669 0.54
H 2.32030 -4.22661 -2.53257 0.51
H 1.58196 -2.33869 -4.04939 0.56
H -0.84387 -1.61883 -3.92603 0.60
H -2.45489 -2.99969 -2.75957 0.34
N -2.99072 2.74300 3.02490 -0.08
C -2.92840 1.86028 2.01350 -0.69
N -1.66498 1.70664 1.57864 0.11
C -0.88698 2.61514 2.30927 -0.43
C 0.44763 3.02144 2.19482 0.12
C 0.90576 4.04486 3.04083 -0.97
C 0.03936 4.67183 3.95435 -0.51
C -1.29996 4.27491 4.05714 -1.04
C -1.71667 3.25580 3.23448 0.58
H -3.84221 2.95213 3.52991 0.27
H -3.85203 1.42184 1.63751 0.67
H 1.07344 2.52985 1.44654 0.38
H 1.94825 4.37110 2.99307 0.48
H 0.41786 5.47629 4.58236 0.42
H -1.99630 4.73549 4.75032 0.45
```

=====

# 3
Formula: C24H43BrP2V
Source: the Open Molecules 2025 dataset
Level of theory: the ωB97M-V functional and the def2-TZVPD basis

## Properties
Calculated total energy, hartree: -5140.314275
Expectation value of S²: 0.839
Charge: +2
Molar mass, u: 524.4
Spin multiplicity: 2

```
71
Properties=species:S:1:pos:R:3:lowdin_spin:R:1
V -0.92173 1.25537 0.55260 1.29
C -0.31655 0.62459 2.69834 -0.03
C 0.79019 1.16466 1.96067 -0.04
C -0.87147 2.80595 2.11537 -0.06
C -1.24968 1.66576 2.89874 -0.04
C 0.44461 2.51786 1.57898 -0.02
C -0.40448 -0.65261 3.48318 0.00
H 0.41306 -1.34925 3.28224 0.00
H -1.33561 -1.15998 3.20120 0.00
H -0.42470 -0.46473 4.56429 0.00
C -2.30094 1.60809 3.93926 0.00
H -2.21766 0.64989 4.47742 0.00
H -3.28870 1.70668 3.46208 0.00
H -2.18114 2.39696 4.68924 0.00
C -1.51210 4.13888 2.30568 -0.01
H -0.92326 4.72804 3.01557 0.00
H -2.48934 4.03837 2.79055 0.00
H -1.61327 4.72439 1.39160 0.00
C 1.44581 3.51040 1.09595 0.00
H 1.86952 3.99470 1.99445 0.00
H 0.98644 4.28127 0.45890 0.00
H 2.27837 2.99997 0.58166 0.00
C 2.17427 0.56664 2.05833 -0.01
H 2.93058 1.35024 2.23597 0.00
H 2.45732 0.00348 1.15065 0.00
H 2.20786 -0.14067 2.91388 0.00
C 0.39209 -3.57539 1.27795 0.00
C 1.61629 -3.44006 1.83282 0.00
C 2.97239 -3.36648 1.19874 0.00
C 2.85522 -3.56622 -0.33478 0.00
C 2.55687 -2.33865 -1.13322 0.00
C 1.61050 -1.41272 -0.94154 0.00
C 0.48949 -1.45321 0.07002 0.00
C -0.23274 -2.81537 0.13423 0.00
H 3.60091 -4.21914 1.52634 0.00
H 2.12622 -4.37752 -0.52478 0.00
H 3.49027 -2.40622 1.44724 0.00
H -0.18147 -3.40054 -0.81110 0.00
H -0.23903 -4.39684 1.61425 0.00
H 1.66150 -3.22336 2.92652 0.00
H -1.33232 -2.73019 0.34048 0.00
H 0.94850 -1.30055 1.07502 0.00
H 1.70028 -0.44097 -1.44932 0.00
H -0.25176 -0.60706 -0.08031 0.00
H 3.80645 -3.94776 -0.72498 0.00
H 3.23808 -2.19724 -2.00017 0.00
P -1.30944 -1.60934 -2.39340 0.00
P -0.69710 1.94450 -1.65088 0.00
C -0.73009 -0.26275 -3.53676 0.00
C -1.32981 1.11155 -3.23003 0.00
H -1.08022 -0.57497 -4.53138 0.00
H 0.37452 -0.25204 -3.56502 0.00
H -1.06088 1.80770 -4.04629 0.00
H -2.42760 1.08257 -3.11907 0.00
C -1.53887 3.53440 -1.87175 0.01
H -1.15820 4.28929 -1.17519 0.00
H -2.61456 3.38776 -1.71177 0.00
H -1.37154 3.90815 -2.89231 0.00
C 0.98999 2.32712 -2.27014 0.00
H 0.90864 2.74455 -3.29092 0.00
H 1.58320 1.40367 -2.29779 0.00
H 1.46596 3.07107 -1.61510 0.00
C -2.88155 -1.94952 -3.31641 0.00
H -3.32672 -2.87668 -2.93390 0.00
H -2.64072 -2.08517 -4.38246 0.00
H -3.55943 -1.09991 -3.17418 0.00
C -0.38880 -2.97453 -3.24243 0.00
H 0.68835 -2.80665 -3.15330 0.00
H -0.67701 -2.99977 -4.29956 0.00
H -0.64473 -3.94343 -2.79936 0.00
Br -3.34856 1.07297 0.15923 -0.06
```